Entry 1:
Computed, not measured: a structure of composition C37H45Ge2N9O2Se2Ti in a non-equilibrium geometry, with ωB97M-V with the def2-TZVPD basis set.

Output
* HOMO level (alpha / beta): -0.047 / -0.047 hartree
* lowest unoccupied orbital energy (alpha / beta): 4.10 / 4.09 eV
* maximum force: 0.0608 Eh/bohr
* DFT total energy: -323437.830 eV
* relative energy (zero: lowest compared OMol25 entry of this formula, charge and spin): 264.7 kJ/mol
* charge: -2
* Kohn-Sham gap (alpha / beta): 5.4 / 5.4 eV
* multiplicity: 3

Each line ends with the Löwdin charge.
Geometry (Å):
1 C 2.18 2.72 -2.22  -0.24
2 H -5.81 2.38 0.35  0.09
3 C -5.50 -2.42 -1.55  -0.11
4 H -2.87 -1.34 -6.98  0.09
5 C 0.32 -0.70 -4.94  -0.13
6 H 4.15 -1.80 0.61  0.11
7 C -4.61 -3.42 -1.90  -0.10
8 N -2.25 0.99 0.84  -0.14
9 C -0.39 1.35 5.26  -0.17
10 C -1.97 -1.34 -5.04  -0.10
11 H 4.39 3.92 -0.08  0.00
12 H -0.05 -5.96 -0.14  0.10
13 H 1.02 4.11 3.69  0.03
14 O -0.13 -2.78 1.87  -0.19
15 H -6.54 -2.66 -1.35  0.09
16 H -0.81 -0.62 -8.14  0.08
17 C -4.81 1.99 0.50  -0.10
18 C -5.06 -1.11 -1.46  -0.09
19 Ti -0.44 0.10 0.82  0.75
20 C -0.36 -4.06 -1.07  -0.13
21 C 1.01 -3.57 -2.96  -0.11
22 H -5.40 0.38 1.79  0.08
23 Ge 2.03 2.89 -0.23  0.74
24 C -0.37 0.31 -1.38  -0.19
25 H -4.95 -4.45 -1.98  0.09
26 C -0.67 1.43 3.87  -0.77
27 N 2.24 -3.38 1.09  0.15
28 H 4.12 2.90 1.34  -0.03
29 H 0.59 0.28 6.83  0.09
30 H 1.33 -3.56 1.56  0.07
31 C 3.66 3.01 5.48  -0.07
32 C 0.33 -0.52 -6.32  -0.12
33 H 4.52 2.16 -0.22  -0.01
34 H 3.25 3.40 6.42  0.08
35 H 1.31 -2.89 -3.76  0.08
36 Se -2.99 -1.02 2.61  0.65
37 C -2.80 -1.80 -2.02  -0.27
38 H 2.58 4.97 3.70  0.09
39 N 1.06 -1.47 0.33  0.08
40 C 1.44 4.79 0.09  -0.23
41 H 1.71 -6.65 -1.75  0.08
42 H 2.38 -5.11 -3.57  0.09
43 H -0.81 2.12 5.89  0.07
44 H 0.90 4.84 1.04  -0.01
45 H 1.67 4.71 5.21  0.08
46 H -2.58 -3.90 -2.41  0.09
47 N -0.10 -1.81 0.99  -0.53
48 C -3.71 2.63 -0.10  -0.09
49 H 1.22 -0.50 -4.37  0.09
50 N 2.64 1.31 2.68  0.21
51 H 2.64 1.78 -2.50  -0.01
52 H 4.02 2.00 5.64  0.09
53 H 0.32 2.43 1.42  -0.09
54 C -0.83 -1.12 -4.27  -0.24
55 C 1.61 -4.81 -2.86  -0.11
56 H 1.20 2.79 -2.70  0.01
57 C 0.25 -5.29 -0.95  -0.10
58 H 1.24 -0.19 -6.82  0.09
59 Ge -0.88 -1.36 -2.24  0.94
60 H 2.81 3.53 -2.60  0.00
61 C -3.72 -0.81 -1.70  -0.09
62 H 4.50 3.66 5.19  0.08
63 C 0.58 -0.48 3.54  -0.18
64 Se -1.62 2.94 3.31  0.53
65 H -1.58 2.53 -0.35  0.10
66 C 2.16 -2.14 0.53  -0.42
67 H 0.99 -1.21 2.86  0.08
68 C -3.28 -3.11 -2.13  -0.11
69 N 3.34 -1.59 0.04  -0.03
70 H 0.76 5.13 -0.70  0.00
71 C 2.64 2.10 3.52  -0.27
72 C 3.98 2.97 0.26  -0.25
73 H -3.82 3.53 -0.68  0.09
74 C 0.82 1.72 0.74  -0.34
75 H -1.14 -3.78 -0.38  0.10
76 H 1.53 -1.42 5.21  0.09
77 C 0.90 -0.60 4.88  -0.09
78 C -2.46 2.08 0.09  -0.21
79 H 0.57 0.66 -1.82  -0.08
80 N 3.33 -0.23 -0.33  0.03
81 C 1.24 -5.68 -1.84  -0.12
82 C -0.81 -0.75 -7.06  -0.13
83 H 2.65 -0.15 -1.09  0.05
84 H -2.88 -1.65 -4.54  0.09
85 C -3.29 0.40 1.47  -0.79
86 H -3.38 0.22 -1.63  0.09
87 N 2.61 3.01 4.49  -0.19
88 H -5.75 -0.32 -1.19  0.09
89 C 0.38 0.34 5.76  -0.11
90 C 0.00 -3.17 -2.09  -0.24
91 C 1.94 4.28 4.25  -0.05
92 N -0.20 0.48 3.02  -0.07
93 H 2.94 0.32 0.43  0.01
94 O -1.19 -1.55 0.27  -0.35
95 C -4.60 0.89 1.28  -0.15
96 C -1.97 -1.16 -6.41  -0.11
97 H 2.28 5.48 0.13  -0.01
98 H 3.07 -3.57 1.62  0.08

---

Entry 2:
Computed, not measured: a cluster of 4 separate species, C37H46F29N8O3S2 in total in a non-equilibrium geometry, with ωB97M-V with the def2-TZVPD basis set.

Output
* HOMO level: -0.417 hartree
* lowest unoccupied orbital energy: -3.31 eV
* maximum force: 0.0797 Eh/bohr
* DFT total energy: -157647.287 eV
* charge: +1
* Kohn-Sham gap: 8.0 eV

Each line ends with the Löwdin charge.
Geometry (Å):
1 F -5.19 -3.53 -7.05  0.10
2 F 6.07 1.89 6.05  0.13
3 F 7.87 -1.92 6.87  0.10
4 C -1.85 -0.05 -0.75  -0.16
5 H 7.30 -4.35 7.53  0.17
6 C -6.80 -3.14 -5.41  -0.29
7 F 9.19 -4.03 8.03  0.10
8 F 0.34 -3.55 -7.17  0.14
9 C 1.78 5.78 1.92  -1.00
10 H 2.76 2.17 -1.80  0.14
11 N -4.91 3.55 -1.87  0.11
12 H 2.05 -0.90 2.99  0.12
13 N -0.34 6.21 4.94  0.05
14 F 5.38 -3.54 10.19  0.13
15 C -4.52 2.33 -1.91  -0.51
16 F -0.48 -3.32 -10.60  0.10
17 F 5.66 1.97 3.90  0.12
18 H 4.17 -1.57 3.96  0.14
19 F -7.34 1.66 -6.59  0.15
20 C 2.54 -0.15 3.67  -0.15
21 C 5.61 -2.34 10.77  -0.52
22 H 0.02 -2.02 -9.20  0.17
23 F -5.93 -0.31 -4.01  0.07
24 F -6.26 -4.06 -4.57  0.09
25 H -1.09 1.80 -1.71  0.10
26 H -2.07 2.17 -0.24  0.11
27 C -3.24 -0.28 -0.03  -0.18
28 C 0.04 1.53 0.14  -0.14
29 C 2.32 1.36 3.18  -0.11
30 F -7.48 1.19 -3.79  0.11
31 C 0.19 -3.06 -9.46  -0.28
32 C 2.26 1.89 0.63  0.03
33 H -0.38 0.48 3.41  0.14
34 H -4.61 4.05 -2.72  0.04
35 F 8.44 -1.57 8.93  0.13
36 H -5.36 -0.52 -0.47  0.13
37 C -0.25 -3.98 -8.31  -0.52
38 H 1.19 1.70 -2.53  0.14
39 F 1.50 -3.23 -9.73  0.10
40 C 7.88 -3.79 8.26  -0.30
41 F -0.65 -5.82 -10.75  0.09
42 H 5.96 -0.98 7.82  0.12
43 N -3.73 1.89 -3.04  0.10
44 H -1.24 2.95 2.47  0.11
45 F 4.08 2.53 5.40  0.13
46 O -1.63 -3.94 -8.08  0.04
47 F -2.38 -6.33 -11.94  0.10
48 H 3.33 1.82 3.03  0.11
49 F -2.98 -4.14 -10.43  0.13
50 C -0.83 0.80 2.44  -0.06
51 C 6.14 -1.85 8.45  -0.05
52 F -4.05 -5.92 -9.80  0.11
53 H -3.34 0.26 0.94  0.09
54 C -1.92 -6.26 -10.67  -0.30
55 C -2.39 -5.12 -8.37  -0.04
56 F 4.45 -1.98 11.35  0.15
57 C -1.86 2.02 2.64  -0.23
58 F 0.15 -5.25 -8.47  0.14
59 C 1.37 3.85 -1.99  -0.20
60 F 3.86 -0.05 6.30  0.10
61 H -1.09 -0.67 -0.18  0.11
62 C -6.98 0.49 -6.01  -0.52
63 N 0.23 1.26 1.50  0.03
64 C 4.67 0.14 5.19  -0.36
65 N 1.22 5.90 3.23  -0.15
66 H -2.41 1.16 4.44  0.07
67 C 1.64 2.32 -1.72  -0.12
68 H 2.98 5.70 4.65  0.11
69 H 0.28 4.08 -2.18  0.11
70 C -2.81 -5.35 -9.83  -0.44
71 F -7.42 -2.23 -4.63  0.09
72 S 0.88 4.90 0.60  0.86
73 C -6.47 0.78 -4.59  -0.29
74 H 1.81 1.90 4.02  0.13
75 H -1.79 2.69 4.55  0.08
76 H -4.42 -0.28 -1.98  0.11
77 C -6.15 -1.41 -7.26  -0.04
78 H -7.56 -3.64 -6.02  0.18
79 C 1.89 5.85 4.47  -0.09
80 H 4.68 -0.16 2.96  0.14
81 H -5.70 1.56 -4.61  0.15
82 F 7.93 -2.58 11.30  0.10
83 F -8.07 -0.29 -6.03  0.14
84 H -3.33 -1.39 0.20  0.12
85 H -0.96 6.17 2.89  0.13
86 H -1.37 -0.04 1.91  0.12
87 S 3.27 6.43 1.64  0.73
88 H 1.93 4.12 -2.93  0.13
89 H -3.32 -4.97 -7.81  0.13
90 C 4.09 -0.45 3.87  -0.06
91 H 2.99 4.29 -0.60  0.08
92 H -3.02 1.19 -2.79  0.05
93 H 3.33 2.15 0.48  0.15
94 C -5.71 -2.52 -6.28  -0.43
95 H -1.94 -6.01 -7.93  0.15
96 H -2.64 2.02 1.83  0.08
97 C 5.09 1.66 5.11  -0.44
98 C -1.31 1.46 -0.66  -0.06
99 C 2.00 4.76 -0.85  -0.48
100 H -4.44 1.92 0.04  0.10
101 N -2.41 2.08 4.00  0.01
102 F 7.61 -4.29 9.48  0.09
103 C -4.51 0.08 -0.93  -0.19
104 H -7.15 -1.59 -7.66  0.15
105 O -5.99 -0.06 -6.84  0.04
106 C 6.71 -2.39 11.83  -0.28
107 C 1.57 1.48 1.82  -0.14
108 H -5.49 -1.50 -8.12  0.15
109 H -1.91 -7.28 -10.26  0.17
110 F 5.85 -0.56 5.46  0.07
111 H 1.14 6.05 6.64  0.11
112 F 6.49 -3.41 12.69  0.10
113 H -1.86 -0.46 -1.79  0.12
114 C 0.94 6.04 5.54  -0.09
115 H 6.74 -1.45 12.40  0.18
116 H 2.06 -0.27 4.67  0.11
117 C -0.12 6.09 3.62  -0.19
118 F -4.68 -2.06 -5.53  0.12
119 N 1.25 1.90 -0.36  -0.05
120 H -3.23 2.67 -3.46  0.09
121 H 5.41 -2.59 8.11  0.15
122 C 7.59 -2.29 8.15  -0.43
123 N -4.88 1.51 -0.79  0.04
124 H 2.24 5.80 -1.22  0.09
125 O 5.86 -1.39 9.77  0.04

---

Entry 3:
Computed, not measured: a cluster of 2 separate species, C37H46N3O5 in total in a non-equilibrium geometry, with ωB97M-V with the def2-TZVPD basis set.

Output
* HOMO level: -0.336 hartree
* lowest unoccupied orbital energy: -4.73 eV
* maximum force: 0.0495 Eh/bohr
* DFT total energy: -53814.611 eV
* relative energy (zero: lowest compared OMol25 entry of this formula, charge and spin): 0.0 kJ/mol
* charge: +1
* Kohn-Sham gap: 4.4 eV

Each line ends with the Löwdin charge.
Geometry (Å):
1 C -3.31 -1.61 1.54  0.02
2 O -6.15 0.19 3.01  -0.08
3 C -5.58 -3.34 1.01  -0.05
4 H -3.68 3.52 4.68  0.10
5 H 0.01 -7.38 -3.19  0.10
6 H -0.22 -0.22 1.35  0.13
7 H -1.58 -11.17 2.60  0.13
8 H -4.58 -9.01 1.08  0.13
9 C -2.27 -0.72 1.80  -0.23
10 N -1.31 -8.84 0.16  -0.13
11 C 4.54 -4.45 -0.59  -0.20
12 C -0.10 -1.29 3.93  -0.37
13 C -3.51 -8.87 1.29  -0.19
14 O -5.71 -2.13 1.79  -0.07
15 C 2.82 -3.40 0.87  -0.06
16 C -0.83 -9.95 0.97  -0.13
17 C 6.96 -4.30 -0.21  -0.06
18 C -4.63 -1.31 1.92  -0.19
19 C 3.23 -7.70 -4.30  -0.11
20 H -0.81 -10.90 0.40  0.14
21 H -3.09 -2.57 1.06  0.11
22 H -0.82 -1.70 0.54  0.12
23 H 0.85 0.10 5.84  0.10
24 H -7.56 0.07 4.46  0.09
25 H -4.91 -4.06 1.52  0.09
26 H 3.67 -2.22 4.67  0.10
27 H -5.88 0.15 5.10  0.09
28 C -1.72 -10.16 2.20  -0.18
29 C -0.50 -8.25 -0.74  -0.10
30 O -4.17 1.81 3.71  -0.06
31 C 5.66 -4.04 0.20  -0.01
32 H 2.40 0.43 5.03  0.10
33 C 6.12 -5.39 -2.21  -0.05
34 H 3.84 -7.53 -5.19  0.10
35 C 0.87 -8.39 -0.81  -0.07
36 H 2.43 0.15 2.14  0.10
37 H 3.61 -3.34 3.29  0.07
38 C -6.54 -0.28 4.34  -0.02
39 O -3.11 -10.10 1.89  -0.13
40 H 3.97 -5.35 -2.47  0.11
41 C 1.66 -8.12 -1.99  -0.25
42 H 0.67 -3.43 0.62  0.16
43 H -3.35 -8.02 1.98  0.13
44 H 6.30 -5.93 -3.15  0.12
45 H 1.41 -8.84 0.04  0.09
46 H -1.45 -9.40 2.96  0.13
47 H 4.87 -8.48 -3.13  0.10
48 H -2.64 3.19 3.25  0.09
49 H 1.40 -6.96 -5.20  0.10
50 C 3.81 -8.24 -3.14  -0.11
51 C 1.51 -3.09 1.22  0.03
52 H -1.72 1.22 2.59  0.12
53 H 7.80 -3.97 0.40  0.12
54 H 5.49 -3.50 1.14  0.11
55 C -3.15 2.75 4.12  -0.05
56 C 2.14 -1.72 3.23  -0.46
57 H 2.39 -4.66 -0.82  0.14
58 C 7.21 -4.99 -1.41  -0.04
59 H -0.82 -2.90 2.70  0.18
60 C 1.86 -7.37 -4.31  -0.09
61 C 3.17 -4.23 -0.19  0.06
62 C 3.04 -0.66 2.57  0.02
63 H 2.35 -3.43 4.55  0.11
64 C 3.04 -8.44 -2.00  -0.06
65 N 1.23 -1.05 4.15  -0.04
66 H 3.71 -0.23 3.34  0.10
67 C -2.76 -8.61 0.00  -0.13
68 C -2.54 0.51 2.40  0.02
69 H 8.23 -5.21 -1.72  0.12
70 C -0.21 -1.99 2.57  -0.14
71 H -2.41 2.25 4.76  0.10
72 H -5.20 -3.13 0.00  0.10
73 N 1.18 -2.34 2.29  0.05
74 C 4.82 -5.10 -1.82  -0.01
75 C 1.70 -0.36 5.33  0.00
76 H 3.66 -1.09 1.78  0.08
77 C -3.83 0.80 2.87  -0.18
78 H 0.19 -9.74 1.31  0.11
79 H -6.59 -3.74 0.96  0.10
80 C -4.89 -0.08 2.56  -0.15
81 H -1.02 -7.58 -1.44  0.11
82 C -0.85 -1.11 1.48  -0.08
83 H 3.62 -2.95 1.45  0.06
84 H -3.17 -9.27 -0.79  0.13
85 H 2.21 -1.04 6.02  0.10
86 H -2.89 -7.57 -0.31  0.12
87 C 1.08 -7.59 -3.17  -0.05
88 H -6.50 -1.38 4.36  0.09
89 H 3.48 -8.88 -1.10  0.11
90 C 3.00 -2.75 3.98  0.02
91 O -1.02 -1.03 4.71  0.10

---

Entry 4:
Computed, not measured: a structure of composition C37H47As3Br3CoN3O3, with ωB97M-V with the def2-TZVPD basis set.

Output
* HOMO level (alpha / beta): -0.273 / -0.271 hartree
* lowest unoccupied orbital energy (alpha / beta): -0.34 / -0.30 eV
* maximum force: 0.0082 Eh/bohr
* DFT total energy: -480014.345 eV
* relative energy (zero: lowest compared OMol25 entry of this formula, charge and spin): 65.1 kJ/mol
* Kohn-Sham gap (alpha / beta): 7.1 / 7.1 eV
* multiplicity: 2

Each line ends with the Löwdin charge.
Geometry (Å):
1 H -3.86 6.01 0.77  0.09
2 C -5.02 1.85 -2.11  -0.31
3 H -3.26 6.77 -0.70  0.06
4 C 3.59 -1.58 4.36  -0.24
5 H -1.86 -1.79 -2.83  0.12
6 H -1.86 2.34 3.35  0.03
7 H 1.05 4.45 1.48  0.01
8 H -2.88 6.23 -3.65  0.01
9 H -2.58 1.42 -3.99  0.02
10 H 6.39 -3.11 -1.67  0.09
11 H 1.24 3.12 2.63  -0.02
12 C 5.47 -1.47 -2.67  -0.63
13 C 3.74 -1.50 5.75  -0.04
14 H 7.07 -0.96 5.91  0.10
15 C -2.92 -1.23 -1.09  -0.14
16 C -5.20 -2.15 -2.40  -0.10
17 Co 1.00 -0.57 -0.30  0.49
18 C 4.99 -1.26 6.30  -0.08
19 C 0.51 3.76 2.13  -0.33
20 H -5.61 1.80 -1.20  0.02
21 H -0.64 1.08 3.07  0.00
22 C -5.30 -1.61 -1.12  -0.04
23 C -1.45 1.65 2.61  -0.31
24 C 5.53 -2.45 -1.72  -0.17
25 O -4.23 -0.57 0.77  0.04
26 As -0.73 2.64 1.08  1.11
27 H -4.42 4.17 -0.73  0.08
28 As -3.15 2.24 -1.67  1.19
29 C 4.71 -1.47 3.54  -0.07
30 C 5.96 -1.25 4.10  -0.07
31 N -0.06 -1.26 1.14  -0.07
32 H -3.13 3.35 1.17  0.07
33 C 0.37 -1.64 2.28  -0.14
34 C 3.32 -0.80 -1.80  -0.11
35 H -0.24 -2.28 2.91  0.15
36 C 4.36 -0.60 -2.73  -0.19
37 H -2.11 4.59 1.86  0.07
38 As -0.81 6.57 -2.18  1.12
39 C -3.97 -2.22 -3.03  -0.09
40 H -5.07 0.88 -2.60  0.01
41 H 1.28 6.66 -3.62  0.02
42 C 3.35 -1.84 -0.81  -0.42
43 H 5.09 -1.18 7.37  0.10
44 O -0.61 -0.55 -1.24  -0.25
45 C 0.87 1.88 -2.50  -0.04
46 H -3.20 3.09 -4.09  0.02
47 C -1.81 6.05 -3.79  -0.34
48 C 4.48 -2.63 -0.81  -0.60
49 O 2.35 -1.96 -0.01  -0.18
50 C 1.67 -1.21 2.78  -0.56
51 H 0.78 2.51 -3.39  0.07
52 C -1.07 4.98 -1.02  -0.40
53 H -1.53 2.77 -3.57  -0.02
54 C 0.94 5.98 -2.84  -0.35
55 Br 6.91 -1.26 -3.88  0.76
56 N 2.21 0.00 -1.76  0.10
57 C 6.10 -1.14 5.48  -0.08
58 H 2.87 -1.60 6.39  0.11
59 H -0.27 5.10 -0.28  0.04
60 H 4.96 0.66 -4.38  0.08
61 H -1.94 0.22 0.11  0.05
62 H 4.60 -1.58 2.47  0.08
63 H 0.89 4.97 -3.23  0.00
64 H 0.95 2.52 -1.62  0.06
65 H -5.43 2.61 -2.77  0.03
66 H -2.24 6.72 0.73  0.08
67 Br 4.62 -4.00 0.49  0.78
68 H 1.69 -2.65 4.23  0.13
69 H -2.22 0.96 2.28  0.01
70 C -2.23 3.94 0.99  -0.37
71 C -4.17 -1.15 -0.47  -0.29
72 H -1.65 5.00 -4.04  0.00
73 Br 2.40 0.35 1.96  0.94
74 C 3.08 1.25 -3.58  0.00
75 C -2.41 4.80 -0.29  -0.69
76 H -6.09 -2.50 -2.90  0.10
77 H 1.67 6.02 -2.02  0.02
78 H -5.14 -0.57 1.06  0.11
79 H -3.89 -2.63 -4.02  0.10
80 H -6.27 -1.54 -0.63  0.11
81 C 4.19 0.47 -3.64  -0.01
82 C 2.26 -1.84 3.79  -0.07
83 H -1.47 6.67 -4.61  0.02
84 H 6.83 -1.18 3.46  0.11
85 H -0.03 4.33 2.89  0.02
86 C -1.68 -0.72 -0.39  -0.47
87 H -0.03 1.27 -2.36  0.05
88 H -3.54 4.72 -2.15  0.06
89 C 2.08 1.00 -2.61  -0.26
90 H -0.82 4.08 -1.60  0.03
91 C -2.84 -1.76 -2.36  -0.02
92 H 2.94 2.08 -4.26  0.11
93 C -2.55 2.41 -3.53  -0.31
94 C -3.44 4.15 -1.22  -0.35
95 H -1.25 -2.59 0.32  0.14
96 C -2.97 6.16 0.15  -0.11
97 N -1.35 -1.66 0.72  0.07